30
Properties=species:S:1:pos:R:3 method="wB97M-V/def2-TZVPD" charge=+1 e_homo_ev=-12.14 largest_force_ev_per_a=2.698 homo_lumo_gap_ev=9.4 energy_ha=-781.5044 smiles="C[N+]1(C)C[C@@H]2[C@H](C1)[C@H]1C[C@@H]2C=C1I"
I 3.29742 -1.64533 0.69041
N -1.54121 0.18891 1.60871
C -0.15145 -0.08766 -1.70056
C -1.29848 0.92621 0.34728
C 1.16584 -0.00077 -0.96698
C -0.07228 -1.57254 -2.10531
C 0.14827 -1.99916 -0.62410
C 1.32777 -1.13456 -0.31988
C -1.16600 -1.48738 -0.05942
C -0.76848 0.81222 2.69588
C -2.92815 0.21075 1.97855
C -1.07356 -1.17995 1.39911
C -1.35758 -0.12638 -0.74083
H 0.74620 -1.86433 -2.78871
H -0.06378 -1.23649 1.72441
H -0.25156 0.60957 -2.49964
H -1.68068 -1.92251 1.94647
H -3.05183 -0.33925 2.91074
H -0.72204 0.18941 3.60737
H 1.83570 0.83926 -0.97529
H -1.14312 1.83703 2.94172
H -3.57631 -0.26662 1.23374
H -2.03889 1.68889 0.13348
H -3.27316 1.22182 2.13035
H -0.31106 1.38885 0.30475
H -2.31083 -0.09054 -1.28848
H 0.30470 0.96870 2.41636
H 0.32119 -3.04439 -0.42567
H -2.02175 -2.15371 -0.25016
H -0.98676 -1.97013 -2.50379

***

29
Properties=species:S:1:pos:R:3 method="wB97M-V/def2-TZVPD" e_homo_ev=-8.17 largest_force_ev_per_a=3.460 homo_lumo_gap_ev=9.0 energy_ha=-484.0059 smiles=CC1(C)C(n2cccc2)C1(C)C
N 1.68269 -0.04214 -0.51430
C -2.14894 -1.34355 -0.62578
C -1.80802 1.45730 -0.90719
C 0.32985 -0.16624 -0.95515
C 3.77067 0.67895 -0.19394
C -0.78015 -0.79406 -0.07912
C 2.50961 -1.11407 -0.20325
C -0.48029 -1.40734 1.24968
C -0.15087 1.47719 1.03479
C -0.70519 0.77640 -0.16966
C 3.73424 -0.70542 0.07444
C 2.47630 1.06781 -0.48054
H -2.70065 1.62542 -0.34966
H 0.27713 -0.27332 -2.02465
H -0.72782 1.25274 1.94169
H -1.39374 -1.35300 1.82035
H -0.08398 2.55197 0.88786
H 4.57006 1.41170 -0.09098
H 0.92746 1.12152 1.26833
H -2.10355 0.89902 -1.81577
H 0.26380 -0.68875 1.79142
H -2.17164 -2.37484 -0.68425
H -2.96400 -0.98197 0.12459
H 4.51065 -1.23655 0.60452
H 1.94432 1.96416 -0.66273
H -1.33622 2.29704 -1.29297
H 0.01078 -2.35234 1.06918
H -2.45552 -0.98054 -1.61328
H 2.26848 -2.08623 -0.11705